Computed, not measured: a structure of composition C16H30F3MoNO4P2S in a non-equilibrium geometry, with ωB97M-V/def2-TZVPD.

Element x y z (Å)
Mo 0.21023 -0.06579 -0.52197
P -1.40781 -1.61816 -1.62702
P 1.05212 1.71112 1.24320
N 1.31952 -1.18429 0.31448
H -0.77133 -1.11285 0.20453
C -0.57929 -2.20807 -3.13667
H -1.18897 -2.94520 -3.67798
H 0.38349 -2.66889 -2.88495
H -0.38759 -1.34166 -3.78544
C -3.05686 -1.05490 -2.13051
H -3.57072 -1.80042 -2.74666
H -2.95583 -0.13033 -2.71009
H -3.68039 -0.82958 -1.25928
C -1.69399 -3.01786 -0.49242
H -2.32349 -3.81047 -0.92223
H -2.18835 -2.65489 0.41682
H -0.74076 -3.46819 -0.19734
C 2.76059 2.08776 0.68588
H 3.27379 2.62981 1.49319
H 2.70339 2.68814 -0.23405
H 3.28714 1.14369 0.49473
C 0.37250 3.34084 1.67252
H 0.83080 3.70196 2.60096
H -0.70814 3.22308 1.81675
H 0.55021 4.04127 0.85123
C 1.42096 1.05272 2.91562
H 1.91222 1.86516 3.47649
H 2.10478 0.19774 2.82280
H 0.47097 0.76192 3.38765
C 1.58687 -2.21445 1.16566
C 3.11219 -4.01235 1.64668
C 2.70139 -2.99701 0.80178
C 0.81359 -2.47471 2.32456
C 1.23574 -3.49456 3.18309
C 2.36681 -4.25624 2.82272
H 4.00513 -4.58445 1.37113
H 3.17411 -2.69460 -0.13631
H -0.06314 -1.84806 2.51229
H 0.69793 -3.69171 4.12223
H 2.68106 -5.07184 3.47769
C 0.07902 3.07070 -2.40820
O 0.96435 3.78578 -1.91380
C 0.32709 2.07730 -3.51058
H -0.19742 2.44858 -4.40693
H -0.12355 1.10182 -3.26323
H 1.40564 1.99682 -3.71377
C -1.34893 3.16354 -1.95877
H -1.67203 4.20766 -2.04932
H -1.45587 2.86990 -0.90768
H -2.00415 2.54789 -2.57353
F -5.25211 2.50139 1.21351
C -4.61313 1.42771 0.71179
F -5.36854 0.32061 0.88904
F -4.44276 1.61867 -0.62754
S -2.94799 1.21095 1.51889
O -2.21643 2.33519 0.94006
O -3.12298 1.28918 2.95370
O -2.59620 -0.11737 0.99883

Cartesian forces (eV/Å) of the 2 atoms listed first:
-0.263 -1.144 1.371
0.608 0.576 0.296

Results
⟨S²⟩ = 2.032
HOMO-LUMO gap (spin up / spin down) = 6.447 / 7.540 eV
spin multiplicity = 3
calculated total energy = -2431.97983 Ha
LUMO level (spin up / spin down) = -0.016 / -0.025 Eh
HOMO (spin up / spin down) = -0.25334 / -0.30185 Eh
ΔE to the lowest compared entry with this formula, charge and spin = 0.0 kcal/mol

---

Computed, not measured: a structure of composition C16H30F3NO4P2SW in a non-equilibrium geometry, with ωB97M-V/def2-TZVPD.

Element x y z (Å)
W 0.08288 -0.01207 0.15001
P 2.34273 -0.42287 -0.93715
P -2.19335 0.48994 1.35866
N -0.72062 0.05554 -1.57347
H 0.11084 -1.81226 0.46914
C 2.96628 -2.14881 -1.06922
H 3.94625 -2.12228 -1.57502
H 2.25467 -2.73527 -1.66858
H 3.06779 -2.59039 -0.06834
C 3.69196 0.51433 -0.14095
H 4.62679 0.25847 -0.65762
H 3.74066 0.26724 0.92855
H 3.46852 1.58182 -0.25730
C 2.33680 0.16110 -2.65977
H 3.35123 0.03276 -3.06579
H 2.06054 1.22170 -2.68396
H 1.61635 -0.41740 -3.25034
C -3.26344 -0.93147 1.91335
H -4.19541 -0.53326 2.32516
H -2.75775 -1.50276 2.70044
H -3.29559 -1.59079 1.02956
C -2.13908 1.84754 2.58607
H -3.11257 1.84442 3.06415
H -1.73054 2.78813 2.10497
H -1.36944 1.53135 3.38756
C -3.29526 1.29937 0.08443
H -4.23760 1.53476 0.60840
H -3.50160 0.64551 -0.76948
H -2.85828 2.23841 -0.28053
C -1.22460 0.19046 -2.79709
C -2.18040 -0.73556 -4.89479
C -1.67213 -0.92421 -3.64765
C -1.38027 1.49949 -3.43622
C -1.88891 1.66125 -4.67041
C -2.31172 0.56638 -5.45741
H -2.51456 -1.62122 -5.51864
H -1.56352 -1.93593 -3.18810
H -1.03685 2.35814 -2.79945
H -1.99182 2.70976 -5.11182
H -2.71213 0.70196 -6.43036
C 1.77423 -0.21733 2.82587
O 1.65953 0.47456 1.70454
C 2.14994 -1.62794 2.60508
H 2.26448 -2.22192 3.51842
H 3.11841 -1.58170 2.05147
H 1.40456 -2.15879 1.99058
C 1.94084 0.36090 4.18841
H 1.50097 -0.19844 5.07270
H 1.52850 1.35672 4.17284
H 3.06608 0.38017 4.43380
F -0.21289 -1.32664 6.44947
C -0.46351 -1.86887 5.19993
F 0.55658 -2.70813 4.89542
F -1.61337 -2.58532 5.20790
S -0.62021 -0.52038 4.29465
O -1.93696 0.09661 4.69732
O -0.13892 1.73061 3.17260
O -1.10980 -0.66648 1.84940

Cartesian forces (eV/Å) of the 2 atoms listed first:
-1.742 -2.723 -1.207
-0.150 0.108 -0.140

Results
⟨S²⟩ = 2.092
HOMO-LUMO gap (spin up / spin down) = 4.256 / 4.132 eV
spin multiplicity = 3
calculated total energy = -2430.48724 Ha
LUMO level (spin up / spin down) = -0.066 / -0.074 Eh
HOMO (spin up / spin down) = -0.22236 / -0.22605 Eh
ΔE to the lowest compared entry with this formula, charge and spin = 93.5 kcal/mol

---

Computed, not measured: a structure of composition C16H30GdNO in a non-equilibrium geometry, with ωB97M-V/def2-TZVPD.

Element x y z (Å)
C 0.58142 -2.21553 1.82544
H -0.38812 -2.64221 2.20796
H 1.25435 -2.88876 1.26993
H -0.89222 -1.87269 -0.17832
C 1.04743 -1.08141 2.68827
H 1.76428 -0.50705 2.05318
H 0.21676 -0.34073 3.02490
C 1.84349 -1.56963 3.94458
H 2.09626 -0.66043 4.47249
H 1.15577 -2.19780 4.55648
H 2.76348 -2.16408 3.71039
C 0.82756 0.62303 -1.68458
C 1.95975 0.67684 -0.82942
C 2.32861 -0.66581 -0.51303
C 1.44139 -1.53812 -1.21006
C 0.48059 -0.73307 -1.88713
C -0.75314 -1.18241 -2.59180
C 1.59136 -3.02171 -1.27666
C 3.57293 -1.03966 0.23235
C 2.74580 1.90708 -0.49810
C 0.18329 1.82806 -2.27547
Gd -0.18732 -0.55566 0.69986
H 0.62627 -3.49804 -1.47923
H 2.30335 -3.35884 -2.05512
H 1.96487 -3.42295 -0.32089
H -0.93349 -2.26580 -2.44390
H -1.65442 -0.65208 -2.20229
H -0.72439 -0.99865 -3.68426
H 0.35274 2.73064 -1.65919
H 0.61055 2.04086 -3.27172
H -0.89927 1.70502 -2.40370
H 3.42033 1.74082 0.34311
H 3.35738 2.20499 -1.35772
H 2.09460 2.74214 -0.24536
H 3.37126 -1.79279 0.99290
H 4.35461 -1.43432 -0.43213
H 3.98139 -0.16556 0.74916
C -4.62101 1.01560 -0.26664
N -3.84042 2.18484 0.16017
C -4.47387 3.49584 0.21808
C -2.57887 2.04929 0.55671
O -2.00388 0.89851 0.59789
H -5.63539 1.38142 -0.42129
H -4.58722 0.23108 0.49778
H -4.21702 0.59363 -1.19688
H -4.39601 3.90380 1.23038
H -3.95410 4.19449 -0.44403
H -5.51421 3.36795 -0.08700
H -2.03752 2.94982 0.88391

Cartesian forces (eV/Å) of the 2 atoms listed first:
-0.182 -3.283 3.536
0.865 -0.042 -0.799

Results
⟨S²⟩ = 16.009
HOMO-LUMO gap (spin up / spin down) = 7.985 / 5.861 eV
spin multiplicity = 8
calculated total energy = -1522.49019 Ha
LUMO level (spin up / spin down) = -0.253 / -0.329 Eh
HOMO (spin up / spin down) = -0.54675 / -0.54400 Eh
total charge = +2

---

Computed, not measured: a structure of composition C16H30N2OOsP2S in a non-equilibrium geometry, with ωB97M-V/def2-TZVPD.

Element x y z (Å)
Os 0.11026 -0.05655 0.31897
P 2.38053 -0.21267 0.23276
P -2.31249 0.14085 0.55676
N -0.00503 0.80815 -1.23073
H 0.87123 -0.88033 1.30439
C 3.03773 -1.62163 -0.75702
H 4.13261 -1.70818 -0.71851
H 2.73312 -1.50532 -1.80623
H 2.59033 -2.53579 -0.35481
C 3.38148 -0.24316 1.77342
H 4.46458 -0.31370 1.60013
H 3.03830 -1.12683 2.32394
H 3.15562 0.64912 2.37129
C 3.15568 1.19543 -0.72806
H 4.25575 1.24730 -0.64073
H 2.73739 2.14549 -0.36577
H 2.90184 1.09866 -1.79607
C -3.37141 -1.11490 -0.26197
H -4.43447 -0.86195 -0.19698
H -3.19207 -2.09034 0.19976
H -3.06754 -1.16219 -1.31240
C -3.04506 0.18765 2.23121
H -4.12134 0.38951 2.15076
H -2.57628 0.97936 2.82571
H -2.89960 -0.77495 2.73401
C -2.98426 1.66599 -0.20943
H -4.05393 1.76902 0.01406
H -2.84904 1.62471 -1.29571
H -2.45361 2.53868 0.18343
C -0.02026 1.64956 -2.27240
C 0.00993 2.01259 -4.69961
C -0.02376 1.14653 -3.61528
C -0.02095 3.07129 -2.08504
C 0.00817 3.93544 -3.18869
C 0.02527 3.40115 -4.48910
H 0.02701 1.61113 -5.71898
H -0.03850 0.06560 -3.72122
H -0.03094 3.44344 -1.07045
H 0.02116 5.01459 -3.03141
H 0.04983 4.08898 -5.35464
C -0.52892 -3.03075 1.50588
O -1.21076 -2.49264 0.51203
C 0.61661 -4.08337 1.30477
H 1.14364 -4.39600 2.30483
H 1.47545 -3.66856 0.67078
H 0.10785 -5.08105 0.86065
C -0.94625 -2.82868 2.97891
H -2.03924 -3.16939 3.11322
H -0.78749 -1.78856 3.35806
H -0.28833 -3.49143 3.62430
S 0.31611 1.90652 4.68521
C 0.31047 1.36778 3.18300
N 0.24356 1.08441 1.99903

Cartesian forces (eV/Å) of the 2 atoms listed first:
-3.488 -1.069 3.515
2.524 1.313 -1.694

Results
⟨S²⟩ = 6.067
HOMO-LUMO gap (spin up / spin down) = 4.441 / 5.588 eV
spin multiplicity = 5
calculated total energy = -1983.76642 Ha
LUMO level (spin up / spin down) = -0.002 / -0.070 Eh
HOMO (spin up / spin down) = -0.16546 / -0.27491 Eh
ΔE to the lowest compared entry with this formula, charge and spin = 78.4 kcal/mol